1.
144
Properties=species:S:1:pos:R:3 method="wB97M-V/def2-TZVPD" multiplicity=1 total_charge=0 homo_energy_ev=-8.504 e_above_lowest_kcal_mol=0.0 max_force_ev_per_a=3.34 homo_lumo_gap_ev=8.39
Na -2.2360 -0.2653 -1.9773
P 0.7237 0.3492 -0.3708
F -0.8424 0.7617 -0.3136
F 1.1137 1.6554 0.4908
F 0.5512 -0.5793 0.8745
F 2.2547 -0.0867 -0.5170
F 0.2740 -0.8080 -1.4527
F 0.9020 1.3387 -1.6989
C -3.3236 0.7477 5.2299
C -2.8541 2.1650 4.9658
C -1.8687 2.2147 3.8190
O -1.6000 3.5443 3.4727
C -0.5705 3.6296 2.5133
N -3.9886 3.1091 4.8150
H -3.7586 0.3486 4.3079
H -4.0261 0.7437 6.0589
H -2.4678 0.1299 5.5073
H -2.3042 2.5102 5.8529
H -2.2729 1.6393 2.9583
H -0.9638 1.6562 4.1134
H 0.4352 3.4664 2.9106
H -0.6377 4.6391 2.1114
H -0.7212 2.8963 1.7148
H -3.6751 3.8516 4.1923
H -4.7529 2.6352 4.3361
C -2.0325 0.8456 -5.7509
C -1.0365 1.4402 -4.7511
C -0.2372 2.6013 -5.2652
O -1.1480 3.6821 -5.4695
C -0.4822 4.8874 -5.7216
N -1.7084 1.6989 -3.4499
H -2.4568 -0.0703 -5.3452
H -1.5234 0.6641 -6.6987
H -2.8522 1.5314 -5.9969
H -0.3735 0.5702 -4.6292
H 0.2834 2.3650 -6.2016
H 0.4820 2.8936 -4.4885
H -1.2028 5.6045 -6.1106
H 0.2686 4.7497 -6.5122
H -0.0028 5.2815 -4.8211
H -1.0434 2.1663 -2.8273
H -2.3642 2.4443 -3.7061
C 0.6690 -6.3169 2.1978
C 0.0784 -4.9354 2.0411
C -0.0100 -4.1638 3.3452
O -0.9996 -3.1958 3.1930
C -1.2622 -2.4928 4.3944
N 0.8930 -4.2054 1.0834
H 1.7443 -6.2877 2.3732
H 0.4715 -6.8782 1.2821
H 0.2273 -6.8655 3.0327
H -0.9536 -4.9880 1.6542
H 1.0029 -3.7473 3.5051
H -0.2091 -4.7813 4.2324
H -0.3363 -2.1861 4.8841
H -1.8488 -3.1249 5.0785
H -1.8969 -1.6424 4.1470
H 1.1379 -4.7096 0.2330
H 0.5895 -3.2592 0.8991
C 2.8761 4.1057 -3.1672
C 3.3204 5.0378 -2.0708
C 4.1169 4.2687 -1.0123
O 5.4254 3.9991 -1.4572
C 6.0471 2.9345 -0.7151
N 4.1396 6.1210 -2.6894
H 3.7246 3.5937 -3.6297
H 2.3581 4.6598 -3.9521
H 2.2155 3.3106 -2.8048
H 2.4773 5.4780 -1.5367
H 3.5267 3.3816 -0.7297
H 4.1357 4.8623 -0.0800
H 5.5451 2.0003 -0.9746
H 6.0332 3.1171 0.3567
H 7.0331 2.9804 -1.1767
H 4.2574 6.8529 -1.9860
H 5.0886 5.7640 -2.7897
C -2.0186 -5.0047 -2.2742
C -2.5604 -3.6124 -1.9565
C -2.2749 -3.2767 -0.4990
O -2.9264 -2.0923 -0.1258
C -2.8464 -1.8418 1.3050
N -2.0507 -2.5754 -2.8818
H -0.9334 -5.0399 -2.1134
H -2.2823 -5.3206 -3.2848
H -2.4100 -5.7931 -1.6202
H -3.6568 -3.6328 -2.0166
H -1.1892 -3.1566 -0.3515
H -2.6347 -4.1419 0.0707
H -1.8875 -1.3490 1.5071
H -2.9567 -2.7934 1.8128
H -3.5942 -1.0885 1.5587
H -2.1607 -2.8747 -3.8458
H -1.0378 -2.5868 -2.7128
C 5.2676 0.4852 2.8828
C 3.8759 0.7910 2.4266
C 2.9363 1.2765 3.5037
O 2.8443 0.4127 4.6216
C 2.2252 -0.8227 4.3522
N 3.8475 1.8029 1.3476
H 5.8500 -0.0049 2.0981
H 5.2498 -0.1607 3.7664
H 5.8626 1.3521 3.1939
H 3.4226 -0.1253 2.0162
H 1.9471 1.4543 3.0575
H 3.2955 2.2416 3.8705
H 1.2018 -0.6626 3.9866
H 2.1719 -1.3467 5.3077
H 2.7987 -1.4434 3.6580
H 2.9299 1.6952 0.9126
H 4.5303 1.6239 0.6277
C -3.3941 2.9778 0.1696
C -4.3815 1.8537 -0.0280
C -5.7975 2.2968 0.2497
O -6.6911 1.3727 -0.2811
C -8.0397 1.8075 -0.1920
N -4.2168 1.3138 -1.3804
H -2.3608 2.6343 0.1335
H -3.5016 3.4210 1.1691
H -3.4857 3.8197 -0.5241
H -4.0639 1.0620 0.6564
H -6.0331 3.3054 -0.1227
H -5.9392 2.3465 1.3451
H -8.6070 1.1558 -0.8542
H -8.1326 2.8165 -0.6216
H -8.4149 1.7936 0.8322
H -4.2452 2.0463 -2.0857
H -5.0066 0.7216 -1.6303
C 4.5399 -2.7352 -1.8467
C 3.3811 -3.4146 -1.1105
C 3.2568 -4.8714 -1.5308
O 1.9033 -5.3552 -1.3372
C 1.6435 -6.4998 -2.1209
N 3.5951 -3.2553 0.3361
H 4.4088 -1.6586 -1.7373
H 4.5645 -3.0329 -2.8958
H 5.5037 -3.0117 -1.4158
H 2.4664 -2.9224 -1.4905
H 3.9657 -5.4872 -0.9628
H 3.4877 -4.9359 -2.6011
H 0.7596 -6.9995 -1.7318
H 2.5036 -7.1791 -2.1271
H 1.4736 -6.2329 -3.1747
H 2.7930 -3.6222 0.8675
H 3.6503 -2.2553 0.5125

2.
11
Properties=species:S:1:pos:R:3 method="wB97M-V/def2-TZVPD" multiplicity=1 total_charge=0 homo_energy_ev=-9.970 e_above_lowest_kcal_mol=59.7 max_force_ev_per_a=3.31 homo_lumo_gap_ev=8.47
C 1.1463 0.9049 0.3833
C -0.9287 -1.2155 0.1989
F 0.5346 -0.3276 -2.3593
P -0.4828 0.4930 -0.2834
S -1.8475 1.9296 -0.4047
H 1.5998 -0.0328 0.3389
H 1.7826 1.5519 -0.2016
H 1.1345 1.0499 1.5321
H -1.6204 -1.5813 -0.5872
H 0.1177 -1.5867 0.2002
H -1.4360 -1.1853 1.1830